19
Properties=species:S:1:pos:R:3:forces:R:3:mulliken_charge:R:1 method="wB97M-V/def2-TZVPD" e_above_lowest_ev=6.504 charge=+2 orbital_gap_ev=9.45
C -0.1098 -0.8947 0.4267 0.146 -1.109 0.410 -0.109
C 0.6232 -1.0235 1.6955 2.462 -2.033 0.177 -0.396
C 1.7541 1.6947 -2.7736 2.337 -0.288 2.483 0.116
C -1.1944 -1.9095 0.7867 -0.209 2.164 -1.607 -0.386
C -1.5345 0.3771 2.1420 -2.536 -2.176 -1.664 -0.765
N 1.4493 0.6482 -2.3650 0.430 1.322 -0.974 -0.007
N -0.7954 -0.8431 1.7135 -0.876 0.804 0.222 0.188
H 1.1441 -2.0022 1.9176 -1.374 0.820 0.142 0.253
H 1.2052 -0.2351 2.1135 0.074 0.926 -0.065 0.303
H 2.5516 2.4416 -2.5318 -1.016 -0.080 -0.572 0.418
H 1.0595 2.3230 -3.8499 -0.698 0.993 -1.987 -0.365
H 1.0753 2.7199 -4.5669 -0.068 -0.555 0.835 0.512
H -0.0022 -0.0315 -0.1852 -0.739 0.301 -0.502 0.366
H -0.8571 -2.8447 1.0931 0.333 -1.620 0.391 0.267
H -2.1842 -1.8250 0.3033 0.632 0.068 0.507 0.269
H -0.9756 1.2634 1.9043 0.094 0.294 0.247 0.333
H -2.5465 0.2650 1.5840 1.764 0.783 0.633 0.310
H -1.8099 0.1481 3.1337 0.045 0.673 1.478 0.379
H 1.1474 -0.2716 -2.5414 -0.801 -1.287 -0.152 0.315


20
Properties=species:S:1:pos:R:3:forces:R:3:mulliken_charge:R:1 method="wB97M-V/def2-TZVPD" e_above_lowest_ev=5.833 orbital_gap_ev=8.40 smiles="C=CC.CC#N.NO"
C 0.3883 -1.0239 -0.7435 0.661 1.007 -0.835 0.230
C 0.6119 0.3270 -0.9730 0.271 -1.448 -0.727 -1.061
C 1.4315 -1.9149 -0.1648 -0.107 0.004 0.267 -1.265
C 0.3776 2.9275 0.0755 0.297 -0.086 -0.506 -1.201
C -0.1224 1.5960 0.4947 -1.273 0.097 2.080 0.878
N -2.3110 -1.4541 0.3576 0.139 0.130 -0.084 -0.490
O -1.0256 -1.3640 0.9935 -0.247 1.072 0.574 -0.420
N -0.7597 1.0981 1.3661 0.813 0.736 -1.177 -0.741
H -0.4330 -1.5049 -1.2585 -0.176 0.070 0.240 0.339
H -2.6474 -2.3784 0.6189 -0.002 0.160 0.095 0.234
H -2.9145 -0.7769 0.8283 0.051 -0.202 0.005 0.242
H -0.9368 -0.3002 1.2680 -0.144 -1.650 -0.381 0.448
H 1.6417 0.6594 -0.8905 0.008 0.116 0.337 0.409
H 0.0737 0.7722 -1.8020 -0.240 0.109 0.165 0.438
H 2.0077 -2.3697 -0.9767 -0.026 0.041 -0.005 0.341
H 2.1197 -1.3604 0.4752 0.016 0.004 -0.054 0.313
H 0.9822 -2.7170 0.4192 0.000 0.012 -0.024 0.334
H 0.0794 3.1401 -0.9522 0.055 -0.009 0.053 0.308
H 1.4673 2.9527 0.1276 -0.064 -0.010 -0.037 0.308
H -0.0305 3.6911 0.7366 -0.032 -0.154 0.016 0.354


20
Properties=species:S:1:pos:R:3:forces:R:3:mulliken_charge:R:1 method="wB97M-V/def2-TZVPD" e_above_lowest_ev=2.155 orbital_gap_ev=8.42
C 2.0559 -0.0039 0.0186 -0.409 1.289 -2.812 -0.448
O 2.9457 0.1227 -1.1228 -0.250 -0.009 -0.055 -0.536
C 1.0684 1.1669 0.1018 0.745 0.328 1.434 -0.272
C -0.2276 1.0047 -0.6725 -0.273 -0.167 -1.028 -1.128
C -1.2048 0.0391 -0.0510 0.938 0.248 -0.056 0.594
C -1.2508 -1.2263 -0.4697 -0.615 -0.661 0.813 -0.522
N -2.0374 -2.2161 0.1765 0.309 -0.055 -0.010 -0.612
N -1.8570 0.4089 1.1343 -0.344 -0.217 0.411 -0.528
H 2.6966 -0.0402 0.8608 0.087 -0.663 1.231 0.342
H 1.4476 -0.8496 -0.2875 0.325 -0.661 0.957 0.179
H 3.3191 1.0091 -1.1318 -0.008 0.002 0.082 0.302
H 1.5847 2.1158 -0.1061 -0.058 -0.203 -0.407 0.503
H 0.8936 1.2741 1.1846 -0.500 -0.015 -0.131 0.214
H -0.0270 0.5963 -1.6690 0.389 -0.051 0.072 0.292
H -0.6618 1.9775 -0.9295 -0.191 -0.018 0.524 0.380
H -0.6787 -1.6608 -1.2701 0.054 0.560 -0.519 0.383
H -1.5508 -3.1011 0.1161 -0.247 -0.133 -0.019 0.248
H -2.1895 -2.0131 1.1603 0.021 0.196 -0.070 0.246
H -1.4794 1.1276 1.7232 0.033 0.192 -0.278 0.159
H -2.8467 0.2682 1.2335 -0.006 0.036 -0.141 0.204


20
Properties=species:S:1:pos:R:3:forces:R:3:mulliken_charge:R:1 method="wB97M-V/def2-TZVPD" e_above_lowest_ev=2.684 orbital_gap_ev=9.19 smiles="CNC[C@@H](C)NC=O"
C 1.2566 -1.4159 0.2455 -4.073 0.464 -1.570 -0.116
N 0.6617 -0.7012 -0.7684 -0.828 -0.536 2.041 -0.169
C -1.2672 -0.3898 -2.2324 -0.825 -1.567 2.459 -1.536
C -0.8168 -0.2270 -0.7134 4.337 3.180 -4.534 0.167
C -0.6948 1.3353 -0.2737 0.698 -2.790 0.479 -0.556
N -0.5923 1.3890 1.1739 2.985 1.362 1.741 -0.351
C 0.8745 1.5718 1.6765 -1.752 1.574 -3.280 -0.750
O 0.5004 -1.9027 1.0545 0.775 -0.611 1.755 -0.569
H 2.2967 -1.5775 0.1637 1.550 -0.136 0.027 0.451
H 1.2495 -0.4651 -1.5126 0.498 0.823 -1.344 0.219
H -1.5350 -1.4530 -2.4013 0.767 0.431 -0.174 0.357
H -2.1814 0.0907 -2.4562 -1.112 0.961 0.107 0.427
H -0.5597 -0.0004 -2.9170 0.967 0.089 -0.562 0.409
H -1.3204 -0.7799 -0.0160 -1.273 -1.435 1.542 0.462
H -1.5783 1.8446 -0.6381 -0.035 0.455 -0.155 0.332
H 0.3176 1.7533 -0.6501 -2.197 -0.518 0.031 0.172
H -1.0354 0.7461 1.8246 -0.314 -0.167 -1.086 0.266
H 1.3566 0.7097 2.0341 0.301 -1.314 0.674 0.243
H 1.4195 1.8847 0.7262 -0.295 -0.340 1.419 0.248
H 0.9678 2.4074 2.3535 -0.174 0.076 0.432 0.292